1.
Computed, not measured: a structure of composition C29H48BCl5F3IN3O8 in a non-equilibrium geometry, with ωB97M-V with the def2-TZVPD basis set.

Element x y z (Å)
1 I -3.571 -6.147 0.888
2 Cl -4.162 -1.092 2.769
3 Cl 2.059 -3.296 0.728
4 Cl -3.481 -1.149 -2.861
5 Cl -2.011 -3.500 -1.050
6 Cl -0.723 0.559 4.375
7 F 2.165 -2.622 3.781
8 F -2.238 2.595 0.468
9 F -0.542 -0.105 -3.084
10 O -3.473 1.129 -1.686
11 O 3.484 2.714 -7.759
12 O -3.272 -1.357 7.046
13 O 0.842 -1.898 5.365
14 O -3.933 3.371 4.624
15 O 1.185 2.185 2.949
16 O -1.225 -5.634 2.444
17 O 2.829 1.265 -3.523
18 N 4.455 0.436 -6.076
19 N -0.859 -1.804 1.131
20 N -1.808 0.489 2.959
21 C -0.739 -2.868 0.154
22 C 2.519 2.378 -4.350
23 C -2.308 -0.946 3.203
24 C 0.151 2.881 0.283
25 C 4.079 -0.373 -4.915
26 C 3.506 0.349 -7.188
27 C -2.116 -4.880 2.030
28 C -2.533 -0.394 -0.018
29 C 1.910 -0.059 2.230
30 C -3.409 -0.646 5.776
31 C -1.018 -0.395 0.552
32 C -1.462 -2.136 2.431
33 C -1.523 3.527 4.670
34 C -3.098 -0.055 -1.412
35 C 0.067 -0.236 -0.595
36 C -0.371 -2.891 3.332
37 C 4.628 3.528 -7.554
38 C 0.480 -3.609 -0.095
39 C -2.523 -3.378 2.192
40 C -0.900 0.745 1.754
41 C -2.475 -1.416 4.722
42 C -1.019 2.250 1.149
43 C 0.786 -2.359 4.189
44 C 0.595 -4.797 -1.199
45 C -2.863 1.491 3.255
46 C 2.779 0.001 -4.185
47 C -2.749 2.951 3.830
48 C -0.227 0.686 -1.890
49 C 3.800 1.410 -8.250
50 B 0.643 0.936 2.365
51 H -1.301 2.956 5.655
52 H 0.998 2.240 -0.112
53 H -3.068 -1.387 0.252
54 H 4.286 4.541 -7.329
55 H 1.797 2.129 -5.132
56 H 1.498 -1.055 1.886
57 H -0.307 3.360 -0.673
58 H 3.430 2.789 -4.787
59 H 0.695 3.786 0.769
60 H -1.836 4.587 5.024
61 H 0.404 -1.165 -1.180
62 H 5.250 3.566 -8.454
63 H 0.750 1.244 -2.219
64 H -4.512 -0.563 5.490
65 H 1.930 2.470 2.359
66 H 3.573 -0.644 -7.642
67 H 2.589 -0.110 3.159
68 H 2.631 -0.740 -3.391
69 H 0.279 -4.427 -2.250
70 H -3.614 3.213 5.552
71 H -3.539 1.613 2.313
72 H -0.555 3.713 4.060
73 H 2.559 0.350 1.355
74 H 3.144 1.231 -9.106
75 H 2.085 3.157 -3.719
76 H -0.045 -5.667 -0.822
77 H 1.112 0.150 -0.272
78 H -0.959 -3.581 4.063
79 H -3.478 -0.655 7.715
80 H 1.895 -0.069 -4.826
81 H -3.050 0.442 5.969
82 H 4.833 1.343 -8.607
83 H -3.103 0.340 0.679
84 H 0.152 -3.639 2.613
85 H -3.258 -3.189 1.333
86 H 4.902 -0.288 -4.199
87 H -2.826 3.687 2.925
88 H -0.982 3.008 2.031
89 H 4.529 1.403 -5.779
90 H 2.478 0.503 -6.843
91 H 5.218 3.170 -6.707
92 H -0.977 1.528 -1.724
93 H 1.662 -5.183 -1.315
94 H -3.694 1.138 3.988
95 H 4.032 -1.425 -5.216
96 H -3.239 -3.550 3.092
97 H -1.592 -1.755 5.343
98 H -3.109 -2.397 4.730

Atomic forces in eV per Å
I 0.069 0.925 0.444
Cl 1.335 0.713 -0.648
Cl -1.949 -0.142 -0.741
Cl 0.660 0.268 2.033
Cl 0.726 1.311 1.573
Cl 1.008 0.590 -0.122
F -3.295 -0.034 -0.539
F 1.223 -1.188 0.820
F 0.066 1.072 2.350
O 1.832 -5.164 1.841
O 0.449 -0.061 -0.027
O -0.354 1.619 -0.785
O -1.844 -1.738 -5.519
O 1.818 -2.210 0.132
O -1.436 -0.721 -2.102
O -2.430 3.973 -0.815
O -0.282 -0.200 -0.191
N -0.300 -0.139 0.021
N 0.183 0.517 -1.204
N 0.075 -0.061 1.931
C 3.910 -2.382 -0.572
C 0.083 0.145 0.250
C -2.025 -3.225 0.365
C 0.995 1.169 -1.685
C 0.150 0.371 0.027
C 0.381 0.441 -0.007
C 2.339 -3.401 0.227
C -2.449 -0.496 1.771
C -0.655 -0.522 -1.046
C 0.380 1.683 0.421
C -0.805 -1.155 -0.596
C -0.435 -1.631 0.202
C 0.602 0.775 0.501
C -1.736 5.835 -2.874
C 1.984 1.095 -2.193
C 0.476 -2.206 0.163
C -0.284 0.089 -0.022
C -1.855 0.556 -0.598
C -1.788 -0.560 0.515
C 1.624 0.960 -2.821
C -1.758 -1.727 2.133
C -0.363 2.494 1.256
C 3.552 1.776 5.538
C 0.124 0.551 0.395
C -5.295 1.325 0.036
C 0.244 -0.326 0.205
C 1.099 4.074 -0.589
C 1.106 1.201 -0.592
C -0.537 -0.261 0.134
B 3.672 0.988 1.180
H -0.263 0.712 -1.778
H -1.199 0.374 0.668
H 1.339 1.473 -0.555
H -0.057 -0.128 -0.040
H 0.130 -0.043 -0.014
H 1.194 0.861 0.503
H 0.484 -1.031 1.701
H -0.109 0.067 -0.207
H -1.283 -1.711 -0.308
H 0.296 -1.781 -0.787
H -1.111 0.674 1.551
H 0.042 -0.021 0.102
H -1.570 -1.313 0.793
H 1.518 -0.380 0.068
H -0.715 -0.489 1.114
H 0.013 0.020 0.047
H -1.302 0.028 -1.434
H 0.030 0.046 0.002
H 0.204 -0.606 1.944
H -0.875 0.343 -1.014
H 1.666 -0.385 1.271
H -1.517 -0.798 1.074
H -0.928 -0.669 1.341
H 0.035 -0.029 0.007
H 0.001 -0.073 0.027
H 0.687 1.267 -0.781
H -2.024 -0.681 0.181
H 1.161 1.302 -1.051
H 0.275 -1.246 -0.607
H 0.033 0.178 -0.075
H -0.433 -1.645 -0.509
H -0.011 0.074 0.186
H 0.787 -0.960 -1.681
H -1.013 1.351 1.108
H 1.399 -0.081 1.197
H -0.105 -0.065 0.041
H 0.155 -1.519 1.434
H -0.398 -1.859 -1.069
H 0.036 -0.116 -0.099
H -0.165 -0.045 -0.195
H 0.215 0.006 -0.046
H 0.496 -1.601 -0.498
H -1.377 0.786 0.552
H 1.975 -0.410 -1.104
H -0.098 0.071 -0.025
H 1.239 0.629 -1.237
H -0.442 0.962 -1.221
H 1.295 1.498 -0.751

Properties
- total charge = +1
- HOMO (eV) = -10.3
- gap between HOMO and LUMO (eV) = 5.2

Population analysis type Mulliken, resulting atomic charges in e: number 1, I, carries 0.035; number 2, Cl, carries -0.007; number 3, Cl, carries -0.114; number 4, Cl, carries -0.131; number 5, Cl, carries -0.105; number 6, Cl, carries -0.039; number 7, F, carries -0.286; number 8, F, carries -0.434; number 9, F, carries -0.413; number 10, O, carries -0.481; number 11, O, carries -0.339; number 12, O, carries -0.535; number 13, O, carries -0.536; number 14, O, carries -0.591; number 15, O, carries -0.582; number 16, O, carries -0.426; number 17, O, carries -0.410; number 18, N, carries -0.298; number 19, N, carries 0.878; number 20, N, carries 0.819; number 21, C, carries 0.142; number 22, C, carries -0.653; number 23, C, carries 0.195; number 24, C, carries -1.398; number 25, C, carries -1.137; number 26, C, carries -0.165; number 27, C, carries -0.310; number 28, C, carries 0.375; number 29, C, carries -0.706; number 30, C, carries -0.532; number 31, C, carries 2.043; number 32, C, carries 0.625; number 33, C, carries -1.104; number 34, C, carries -0.148; number 35, C, carries -0.455; number 36, C, carries -1.151; number 37, C, carries -0.719; number 38, C, carries -0.110; number 39, C, carries -0.916; number 40, C, carries 0.193; number 41, C, carries -0.693; number 42, C, carries 0.527; number 43, C, carries -0.245; number 44, C, carries -1.200; number 45, C, carries -0.368; number 46, C, carries 0.000; number 47, C, carries -0.405; number 48, C, carries -0.179; number 49, C, carries -0.809; number 50, B, carries 0.201; number 51, H, carries 0.284; number 52, H, carries 0.274; number 53, H, carries 0.371; number 54, H, carries 0.236; number 55, H, carries 0.308; number 56, H, carries -0.015; number 57, H, carries 0.509; number 58, H, carries 0.232; number 59, H, carries 0.288; number 60, H, carries 0.423; number 61, H, carries 0.171; number 62, H, carries 0.346; number 63, H, carries -0.060; number 64, H, carries 0.263; number 65, H, carries 0.345; number 66, H, carries 0.392; number 67, H, carries 0.259; number 68, H, carries 0.213; number 69, H, carries 0.322; number 70, H, carries 0.436; number 71, H, carries 0.044; number 72, H, carries 0.198; number 73, H, carries 0.411; number 74, H, carries 0.398; number 75, H, carries 0.307; number 76, H, carries 0.264; number 77, H, carries -0.258; number 78, H, carries 0.726; number 79, H, carries 0.392; number 80, H, carries 0.309; number 81, H, carries 0.292; number 82, H, carries 0.404; number 83, H, carries -0.458; number 84, H, carries 0.453; number 85, H, carries 0.656; number 86, H, carries 0.411; number 87, H, carries 0.384; number 88, H, carries -0.356; number 89, H, carries 0.079; number 90, H, carries 0.153; number 91, H, carries 0.307; number 92, H, carries 0.433; number 93, H, carries 0.385; number 94, H, carries 0.763; number 95, H, carries 0.443; number 96, H, carries 0.594; number 97, H, carries 0.391; number 98, H, carries 0.377

***

2.
Computed, not measured: an isolated molecule of C6H12O, with ωB97M-V with the def2-TZVPD basis set.

Element x y z (Å)
1 O -0.710 2.047 0.523
2 C -0.396 -0.396 0.117
3 C -0.702 -1.517 -0.866
4 C -1.250 0.842 0.064
5 C 1.925 0.718 -0.408
6 C -1.498 -0.169 1.136
7 C 1.080 -0.213 0.493
8 H 0.003 -1.550 -1.704
9 H -1.712 -1.414 -1.284
10 H 1.165 0.108 1.537
11 H 1.778 1.800 -0.273
12 H -0.667 -2.493 -0.361
13 H 0.156 2.149 0.116
14 H -1.230 0.156 2.138
15 H -2.388 -0.793 1.075
16 H 1.774 0.514 -1.474
17 H -1.956 0.942 -0.763
18 H 2.984 0.567 -0.183
19 H 1.556 -1.201 0.445

Atomic forces in eV per Å
O 0.045 0.139 -0.075
C 0.118 -0.005 -0.044
C 0.020 0.042 -0.076
C -0.203 -0.136 -0.140
C 0.017 -0.039 -0.063
C -0.048 -0.066 0.122
C -0.006 -0.123 0.106
H -0.057 0.087 0.092
H 0.180 0.034 0.078
H -0.022 0.038 -0.183
H -0.095 -0.306 0.085
H 0.078 0.220 -0.067
H -0.168 0.160 -0.003
H 0.016 -0.058 -0.170
H 0.242 0.070 -0.012
H 0.002 -0.073 0.164
H 0.070 0.006 0.194
H -0.081 -0.072 -0.097
H -0.109 0.081 0.089

Properties
- structure (SMILES) = CC[C@@]1(C)C[C@H]1O
- energy above the lowest of the compared OMol25 structures with the same formula, charge and spin (kcal/mol) = 29.9
- HOMO (eV) = -9.6
- gap between HOMO and LUMO (eV) = 10.6

Population analysis type Mulliken, resulting atomic charges in e: number 1, O, carries -0.527; number 2, C, carries 1.342; number 3, C, carries -1.531; number 4, C, carries -0.015; number 5, C, carries -1.159; number 6, C, carries -1.034; number 7, C, carries -1.008; number 8, H, carries 0.353; number 9, H, carries 0.393; number 10, H, carries 0.253; number 11, H, carries 0.438; number 12, H, carries 0.312; number 13, H, carries 0.276; number 14, H, carries 0.291; number 15, H, carries 0.277; number 16, H, carries 0.269; number 17, H, carries 0.322; number 18, H, carries 0.356; number 19, H, carries 0.393

***

3.
Computed, not measured: a cluster of 2 separate species, C4H6N2 in total in a non-equilibrium geometry, with ωB97M-V with the def2-TZVPD basis set.

Element x y z (Å)
1 N 1.437 -1.044 0.058
2 N 2.903 0.501 2.828
3 C 0.260 -0.287 0.380
4 C 1.577 0.308 0.611
5 C 2.290 0.386 1.878
6 C -0.911 0.199 -0.348
7 H -0.585 -0.960 2.081
8 H 1.839 -1.186 -0.871
9 H 2.088 1.055 -0.145
10 H -1.686 -0.312 0.183
11 H -1.141 1.354 -0.104
12 H -0.959 0.044 -1.472

Atomic forces in eV per Å
N -1.026 0.335 0.476
N 0.805 0.122 1.302
C 0.950 -1.476 2.275
C 2.526 1.055 -1.270
C -1.204 -0.014 -1.225
C -1.265 2.597 -0.724
H 1.609 1.045 -2.553
H -0.839 0.183 0.061
H -1.625 -1.083 1.471
H -1.036 -0.263 -0.618
H 0.849 -2.528 -0.606
H 0.255 0.030 1.412

Properties
- energy above the lowest of the compared OMol25 structures with the same formula, charge and spin (kcal/mol) = 140.3
- HOMO (alpha / beta) (eV) = -9.1 / -9.3
- gap between HOMO and LUMO (alpha / beta) (eV) = 8.6 / 8.9

Population analysis type Mulliken, resulting atomic charges in e: number 1, N, carries -0.471; number 2, N, carries -0.352; number 3, C, carries 0.043; number 4, C, carries 0.182; number 5, C, carries -0.076; number 6, C, carries -0.803; number 7, H, carries 0.120; number 8, H, carries 0.247; number 9, H, carries 0.276; number 10, H, carries 0.298; number 11, H, carries 0.243; number 12, H, carries 0.293